Computed, not measured: a cluster of 7 separate species, C33H80Cl3O7P2 in total in a non-equilibrium geometry, with wB97M-V/def2-TZVPD.

The geometry in XYZ format:
```
125
Properties=species:S:1:pos:R:3:forces:R:3
C 6.525367 -2.064262 0.661571 -0.3 -1.0 -0.2
C 5.427420 -2.101264 -0.415301 -0.1 1.6 0.2
C 4.455995 -3.234700 -0.150553 0.5 -0.1 -0.3
C 3.394448 -3.312324 -1.255285 -0.3 -0.7 -0.3
P 2.193186 -4.662872 -1.078191 -0.6 -0.1 -0.8
C 0.990893 -4.530159 -2.474144 0.2 0.8 0.4
C 0.072333 -3.313358 -2.345169 -1.4 0.2 0.6
C -0.929583 -3.163308 -3.485937 0.1 0.0 -1.5
C -0.256434 -2.893934 -4.839593 0.4 -0.2 -0.2
C 3.114296 -6.227623 -1.266640 0.4 0.3 0.7
C 3.771072 -6.500684 -2.622903 0.3 -0.2 0.5
C 4.098650 -8.009528 -2.789798 -1.3 1.0 -0.4
C 4.563184 -8.253075 -4.209825 1.1 -0.6 0.5
C 1.335460 -4.612725 0.525354 0.0 0.5 -1.1
C 0.190415 -5.630695 0.619165 0.5 -0.5 1.1
C -0.792262 -5.202108 1.723100 0.2 0.1 -0.6
C -1.877358 -4.259173 1.229437 -0.4 0.5 0.6
H 6.091831 -1.800926 1.626668 0.0 0.1 0.0
H 7.396866 -1.440048 0.488597 -0.2 0.2 -0.3
H 6.873851 -3.097901 0.759668 0.3 0.1 0.2
H 5.769052 -2.073923 -1.453566 0.4 -0.6 0.1
H 4.881835 -1.148869 -0.379792 -0.2 -0.1 0.2
H 4.121117 -3.164131 0.886515 -0.6 0.2 -0.2
H 5.049023 -4.157337 -0.159234 -0.1 -0.1 -0.2
H 3.895519 -3.561290 -2.199327 0.1 -0.1 0.1
H 2.826273 -2.419599 -1.527545 0.1 0.3 0.7
H 0.381293 -5.432072 -2.526029 0.2 -0.2 -0.1
H 1.555697 -4.391251 -3.398159 0.2 -0.4 0.0
H 0.605558 -2.365537 -2.248129 0.2 -0.1 0.1
H -0.579199 -3.413291 -1.468716 0.5 0.0 0.3
H -1.638204 -2.342787 -3.345551 0.4 0.2 0.5
H -1.638173 -3.990741 -3.601598 0.5 -0.4 0.3
H 0.464928 -3.639088 -5.195081 -0.2 -0.4 0.4
H 0.351402 -1.986605 -4.808456 -0.4 0.2 0.0
H -0.999298 -2.829600 -5.633016 0.0 0.3 0.0
H 2.518283 -7.101130 -0.994112 -0.3 0.3 0.2
H 3.884715 -6.122282 -0.493087 0.0 -0.3 0.0
H 4.708994 -5.946401 -2.701358 -0.1 0.2 -0.2
H 3.077415 -6.160078 -3.393929 0.2 -0.2 -0.3
H 3.129353 -8.491524 -2.624268 0.2 -0.5 0.1
H 4.819904 -8.373589 -2.060788 0.0 0.1 0.1
H 4.888473 -9.289190 -4.332447 -0.4 -0.1 -0.2
H 5.502047 -7.708681 -4.350627 -0.3 0.3 -0.4
H 3.803515 -7.991187 -4.939830 0.1 0.1 -0.1
H 0.913502 -3.610514 0.657647 0.2 0.1 -0.3
H 2.150153 -4.686135 1.249451 -0.3 -0.4 0.3
H 0.632672 -6.586603 0.913584 -0.1 -0.1 -0.2
H -0.352876 -5.780907 -0.314232 0.2 0.1 -0.1
H -0.228249 -4.650687 2.477769 -0.1 -0.2 0.2
H -1.223480 -6.086008 2.191557 -0.1 0.0 0.0
H -2.572201 -4.633110 0.475085 0.2 -0.4 0.0
H -1.492353 -3.304498 0.859631 0.2 -0.1 0.0
H -2.471196 -3.997593 2.108039 -0.1 0.1 -0.2
C 1.916697 2.624616 4.241465 0.1 0.7 -0.1
C 0.766645 1.727352 3.845337 -0.8 0.3 -0.1
C -0.552984 2.524119 3.647866 0.2 -1.0 0.1
C -0.573755 3.184536 2.289229 -2.6 0.5 0.5
P -2.182732 3.906102 1.836348 1.3 0.6 -0.3
C -2.671388 5.085872 3.111497 0.6 0.0 -0.4
C -1.623363 6.153634 3.458451 0.1 0.5 0.8
C -2.274172 7.233068 4.354561 0.6 0.3 -1.4
C -1.336984 8.424167 4.602025 -0.4 0.1 0.4
C -1.829411 4.799554 0.271957 -0.5 0.1 0.3
C -1.629051 3.865706 -0.896885 0.9 -0.9 -0.6
C -1.526997 4.555940 -2.283931 -0.8 -0.8 -0.1
C -2.874741 4.965791 -2.860569 -0.4 1.0 0.6
C -3.461097 2.646610 1.628090 -0.2 0.7 -0.1
C -4.847902 3.184694 1.185065 -0.3 -1.2 0.4
C -5.084569 3.206460 -0.320393 -0.2 1.0 0.0
C -6.555842 3.440393 -0.690008 0.3 -0.5 0.0
H 1.804655 2.968456 5.272273 0.4 -0.5 0.2
H 1.947116 3.582639 3.708283 -0.1 -0.3 -0.4
H 2.859417 2.125419 4.023927 0.2 0.1 0.5
H 0.623633 0.958299 4.606532 0.0 0.0 0.1
H 0.965320 1.196738 2.911563 0.1 0.1 0.2
H -0.685091 3.256669 4.447015 0.0 0.0 0.1
H -1.392482 1.823255 3.694660 0.0 0.0 0.2
H -0.504015 2.454071 1.472082 0.2 0.2 0.5
H 0.139901 4.001123 2.167132 -1.1 0.1 0.9
H -2.886042 4.501752 4.007787 -0.5 0.1 0.0
H -3.543348 5.588718 2.687425 -0.3 -0.1 0.5
H -1.164852 6.619147 2.584092 -0.3 0.0 -0.2
H -0.771427 5.812577 4.054729 -0.1 -0.7 -0.2
H -2.577170 6.802738 5.307432 -0.1 -0.1 0.0
H -3.162437 7.582452 3.822398 -0.2 0.1 0.3
H -1.115837 9.091995 3.767901 -0.4 -0.4 -0.4
H -0.357006 8.115656 4.969513 -0.1 -0.1 0.3
H -1.851877 9.046444 5.335859 0.4 0.1 0.2
H -0.908000 5.371984 0.404201 -0.2 0.2 0.3
H -2.670093 5.472464 0.069331 0.1 0.1 0.1
H -2.354201 3.050483 -0.835134 -0.3 0.3 -0.6
H -0.675224 3.337391 -0.777895 0.0 0.2 0.3
H -1.095777 3.853837 -2.999053 0.3 -0.1 0.3
H -0.852600 5.410778 -2.235034 0.1 0.0 0.1
H -3.618563 4.171576 -2.854582 0.2 -0.2 0.0
H -2.823945 5.369804 -3.871750 0.2 -0.1 0.0
H -3.274159 5.783696 -2.246473 -0.2 0.0 -0.1
H -3.567259 2.193311 2.615277 0.2 -0.2 -0.1
H -3.089892 1.919087 0.903896 0.0 -0.2 0.2
H -5.107897 4.103699 1.714513 0.1 0.3 -0.3
H -5.563584 2.461436 1.591097 0.0 0.0 0.0
H -4.706805 2.296953 -0.787707 0.1 -0.1 0.1
H -4.535485 4.058914 -0.731218 0.2 -0.2 -0.2
H -6.700673 3.318154 -1.763635 0.1 0.4 -0.1
H -6.841191 4.439703 -0.366493 -0.3 0.0 -0.1
H -7.233043 2.696028 -0.265193 0.1 0.1 0.4
Cl 0.222624 -0.087898 0.105575 -0.8 -0.4 -1.1
O 0.608783 0.133141 -1.273885 -0.3 0.2 -0.2
O -1.171435 -0.442334 0.213890 0.2 0.7 -0.1
O 0.970621 -1.212525 0.580692 0.9 -0.3 0.9
O 0.503564 1.138061 0.827895 0.3 -1.1 -0.3
O 1.227737 2.819415 -2.328017 0.0 -0.1 0.2
H 0.938304 2.080595 -1.767810 0.2 -0.1 -0.2
H 2.144202 2.617107 -2.544997 -0.1 0.0 0.0
O -0.563607 -2.239861 3.280963 0.2 0.1 -0.1
H -0.185896 -1.685028 3.971987 0.0 0.0 0.0
H -0.157743 -1.919973 2.461624 -0.1 0.1 0.1
O 1.355171 3.975849 0.976088 1.4 0.0 -1.0
H 1.977043 3.643248 0.321820 0.2 0.3 -0.3
H 0.965691 3.182114 1.357711 1.0 -0.1 -0.8
C -1.618266 0.672467 -3.598604 0.8 -0.5 -0.1
Cl -1.729407 0.146706 -5.311093 0.0 0.4 0.6
Cl -3.106153 1.409282 -3.021363 0.0 -0.2 0.0
H -1.346468 -0.195599 -3.004020 -0.5 -0.1 0.0
H -0.778311 1.346073 -3.443938 -0.2 0.4 -0.5
```
Forces are in eV/Å.

## Properties
energy = -105984.8452 eV
E_LUMO = -1.5 eV
charge = +1
HOMO-LUMO gap = 0.4010 Ha